[1]
{"formula": "C4H9N", "method": "the ωB97M-V functional and the def2-TZVPD basis", "e_above_lowest_kcal_mol": 51.0, "smiles": "CC1(N)CC1", "gap_ev": 9.4684, "e_homo_ev": -8.3, "species": ["C", "C", "N", "C", "C", "H", "H", "H", "H", "H", "H", "H", "H", "H"], "positions_angstrom": [[0.7145, 1.4319, 0.0555], [0.2795, -0.0525, -0.0385], [1.2995, -1.0212, -0.0094], [-1.3108, -0.1029, -0.7095], [-1.0326, -0.2943, 0.7442], [1.0561, 1.8288, 1.0513], [1.3570, 1.5344, -0.8792], [-0.2121, 1.9039, -0.1278], [1.7604, -1.1063, -0.8897], [1.0233, -1.8827, 0.4359], [-1.8195, 0.6311, -1.1395], [-1.3292, -1.0734, -1.2313], [-1.2798, -1.1255, 1.2926], [-1.5565, 0.5450, 1.2442]]}


[2]
{"formula": "C6H15O2PS2", "method": "the ωB97M-V functional and the def2-TZVPD basis", "e_above_lowest_kcal_mol": 58.2, "gap_ev": 5.7783, "e_homo_ev": -6.7, "species": ["C", "C", "C", "C", "C", "C", "O", "O", "P", "S", "S", "H", "H", "H", "H", "H", "H", "H", "H", "H", "H", "H", "H", "H", "H", "H"], "positions_angstrom": [[-0.6870, 2.1673, -0.8611], [1.9981, -1.2650, 1.6093], [2.6088, -1.7195, -0.7681], [0.6927, 1.9770, -0.6782], [1.3975, -1.4530, 0.1758], [0.8631, -0.2426, -0.3800], [-3.9960, 1.1494, 0.9894], [1.1194, 0.8695, 0.0757], [-3.6754, -0.5223, 1.1587], [-1.6773, -0.4867, 1.3126], [-4.2091, -0.8329, -0.9218], [-0.8781, 3.0196, -1.5770], [-1.3631, 1.4506, -1.3567], [-1.2474, 2.4156, 0.0173], [2.9200, -0.6664, 1.6512], [2.2159, -2.1334, 2.1983], [1.2385, -0.7388, 2.2831], [3.5838, -1.5507, -0.3122], [2.4155, -0.9580, -1.5589], [2.4700, -2.7549, -1.1076], [1.2352, 2.8567, -0.1851], [1.1443, 1.7850, -1.6588], [0.7359, -2.3014, 0.0491], [0.3371, -0.2204, -1.2744], [-3.9221, 1.7018, 1.7254], [-5.3204, -1.5466, -0.6061]]}


[3]
{"formula": "C19H17IN4O2Sn", "method": "the ωB97M-V functional and the def2-TZVPD basis", "charge": 2, "e_above_lowest_kcal_mol": 0.0, "gap_ev": [5.6222, 5.4906], "e_homo_ev": [-14.0, -14.0], "species": ["Sn", "O", "C", "C", "C", "C", "C", "C", "C", "N", "C", "C", "N", "C", "C", "C", "C", "C", "C", "C", "O", "H", "H", "H", "H", "H", "H", "H", "H", "H", "H", "H", "H", "H", "H", "I", "C", "C", "N", "N", "C", "H", "H", "H"], "positions_angstrom": [[0.0806, -0.8973, 0.5657], [2.2572, -1.3384, -0.6448], [2.5995, -1.7844, -1.7644], [3.9422, -2.2820, -1.9595], [4.3458, -2.7615, -3.1727], [3.4509, -2.7725, -4.2519], [2.1361, -2.2939, -4.1014], [1.6835, -1.8112, -2.8983], [0.3026, -1.3437, -2.8434], [-0.3540, -0.9310, -1.8319], [-1.7593, -0.5767, -2.0605], [-2.0935, 0.6679, -1.2599], [-1.8647, 0.4056, 0.1614], [-2.8069, 0.7008, 0.9780], [-2.7959, 0.5970, 2.4332], [-3.9819, 0.8171, 3.0913], [-4.0570, 0.7921, 4.4966], [-2.9086, 0.5718, 5.2692], [-1.7042, 0.3666, 4.6553], [-1.5911, 0.3585, 3.2151], [-0.4793, 0.1653, 2.6803], [4.5984, -2.2665, -1.0994], [5.3510, -3.1370, -3.3063], [3.7688, -3.1525, -5.2130], [1.4720, -2.3133, -4.9568], [-0.2065, -1.3814, -3.8103], [-1.9660, -0.4159, -3.1201], [-2.3807, -1.4085, -1.7160], [-1.4362, 1.4869, -1.5640], [-3.1258, 0.9708, -1.4484], [-3.7381, 1.1020, 0.5705], [-4.8828, 1.0171, 2.5237], [-5.0105, 0.9554, 4.9795], [-2.9811, 0.5668, 6.3480], [-0.7935, 0.1950, 5.2135], [1.6153, 5.2007, 1.3665], [1.7208, 3.2071, 0.8736], [2.8533, 2.4650, 0.5872], [2.4526, 1.2195, 0.3136], [1.1164, 1.1002, 0.4062], [0.6652, 2.3078, 0.7548], [3.8923, 2.7471, 0.5514], [2.9987, 0.4019, 0.0802], [-0.3855, 2.4816, 0.9083]]}


[4]
{"formula": "C16H40N6O15S", "method": "the ωB97M-V functional and the def2-TZVPD basis", "gap_ev": 10.0164, "e_homo_ev": -10.3, "species": ["C", "C", "C", "C", "C", "C", "C", "C", "C", "C", "O", "S", "O", "O", "H", "H", "H", "H", "H", "H", "H", "H", "H", "H", "H", "H", "H", "H", "H", "H", "H", "H", "H", "H", "H", "H", "C", "N", "O", "O", "H", "H", "H", "C", "N", "O", "O", "H", "H", "H", "C", "N", "O", "O", "H", "H", "H", "C", "N", "O", "O", "H", "H", "H", "C", "N", "O", "O", "H", "H", "H", "C", "N", "O", "O", "H", "H", "H"], "positions_angstrom": [[7.4445, -2.0052, 1.7169], [6.5039, -2.6982, 0.6912], [5.0299, -2.2771, 0.8977], [4.0659, -3.0870, -0.0066], [2.9380, -3.8267, 0.7514], [1.5364, -3.3231, 0.3199], [0.3822, -4.3089, 0.6076], [-0.7239, -3.7891, 1.5456], [-1.1504, -2.3259, 1.3130], [-2.6528, -2.1495, 1.0331], [-3.2886, -1.0759, 1.7709], [-2.8188, 0.4743, 1.5368], [-1.7833, 0.7351, 2.5168], [-2.0598, 0.3060, 0.0936], [8.1591, -1.3748, 1.1899], [6.8642, -1.3661, 2.3784], [7.9670, -2.7620, 2.2980], [6.5516, -3.7820, 0.7880], [6.7919, -2.3830, -0.3120], [4.7815, -2.4215, 1.9486], [4.9684, -1.2167, 0.6502], [3.6311, -2.3887, -0.7260], [4.6347, -3.8065, -0.6001], [3.0038, -4.9082, 0.6416], [3.0381, -3.5807, 1.8103], [1.3908, -2.3596, 0.8046], [1.5718, -3.1442, -0.7545], [-0.0397, -4.6701, -0.3330], [0.8166, -5.1942, 1.0811], [-0.4003, -3.9358, 2.5756], [-1.5953, -4.4375, 1.4111], [-0.6070, -1.8709, 0.4866], [-0.8850, -1.7381, 2.1919], [-2.8125, -2.0153, -0.0374], [-3.1894, -3.0470, 1.3364], [-1.4665, 1.0761, 0.0247], [0.6475, 1.3759, -3.0620], [0.8205, 0.7019, -1.7467], [1.2916, -0.4115, -1.7362], [0.4800, 1.3255, -0.7565], [0.9906, 0.7019, -3.8388], [-0.4092, 1.6015, -3.1734], [1.2325, 2.2903, -3.0369], [-6.4718, 0.6095, 0.7303], [-7.0636, 1.4703, -0.3288], [-6.5611, 2.5639, -0.5093], [-7.9938, 1.0186, -0.9579], [-5.6556, 1.1508, 1.1917], [-7.2533, 0.3817, 1.4487], [-6.1199, -0.2975, 0.2480], [1.0393, -3.4704, -3.5667], [0.4604, -2.6591, -4.6722], [0.9515, -1.5706, -4.8924], [-0.4693, -3.1423, -5.2804], [1.8513, -2.9101, -3.1183], [0.2452, -3.6542, -2.8489], [1.3897, -4.4025, -3.9998], [-6.1591, 4.6575, -3.1861], [-4.7586, 5.1564, -3.1328], [-4.5664, 6.2679, -2.6778], [-3.8921, 4.4129, -3.5392], [-6.8129, 5.4254, -2.7907], [-6.3859, 4.4368, -4.2247], [-6.2000, 3.7558, -2.5810], [-4.3406, 6.7226, 0.5270], [-4.8172, 8.0186, 1.0808], [-5.8864, 8.0318, 1.6559], [-4.0986, 8.9816, 0.9156], [-5.0797, 5.9627, 0.7540], [-4.2205, 6.8477, -0.5447], [-3.3880, 6.4997, 0.9985], [5.5394, 2.4394, 3.9332], [6.1898, 1.1054, 3.8132], [5.4727, 0.1262, 3.8130], [7.3990, 1.0924, 3.7233], [4.4683, 2.2930, 4.0036], [5.9365, 2.9131, 4.8257], [5.8062, 3.0097, 3.0488]]}


[5]
{"formula": "H11O5", "method": "the ωB97M-V functional and the def2-TZVPD basis", "charge": 1, "e_above_lowest_kcal_mol": 16.2, "gap_ev": 12.5554, "e_homo_ev": -15.7, "species": ["O", "H", "H", "O", "H", "H", "O", "H", "H", "O", "H", "H", "O", "H", "H", "H"], "positions_angstrom": [[3.7278, 0.4101, -0.1497], [4.2839, 1.0966, -0.5351], [4.1814, -0.4069, -0.3943], [-0.6382, 0.5011, 0.0234], [-1.4867, 0.4573, -0.4563], [-0.8561, 0.4293, 0.9721], [-1.7762, -0.1365, 2.5999], [-2.1080, -1.0211, 2.4201], [-2.2461, 0.1471, 3.3922], [-2.7746, -0.1767, -2.0291], [-3.4022, 0.4294, -1.6175], [-2.3805, 0.3831, -2.7101], [1.3500, -0.7009, -0.6063], [2.1741, -0.1467, -0.7567], [0.3530, -0.0453, -0.3252], [1.5985, -1.2197, 0.1727]]}


[6]
{"formula": "C7H6N2OS", "method": "the ωB97M-V functional and the def2-TZVPD basis", "e_above_lowest_kcal_mol": 101.3, "gap_ev": 8.6960, "e_homo_ev": -9.1, "species": ["C", "C", "C", "C", "C", "C", "C", "N", "N", "O", "S", "H", "H", "H", "H", "H", "H"], "positions_angstrom": [[-1.8717, 1.2311, -0.0069], [-0.8204, 0.8101, 0.7242], [-1.8158, 1.0199, -1.4198], [0.2680, 0.2458, 0.0377], [0.1791, -0.0683, -1.3124], [1.4472, -0.1570, 0.8234], [2.5368, -0.6802, 0.2446], [-0.8119, 0.3743, -2.0510], [1.5720, -2.3325, -2.4193], [2.5311, -0.0529, -2.7903], [1.7492, -0.8543, -1.9504], [-2.9209, 1.5901, 0.4390], [-0.8863, 0.7616, 1.8750], [-2.6873, 1.1804, -2.0352], [1.1991, -0.1866, 1.8630], [3.3397, -1.2179, 0.6420], [1.4589, -2.8361, -1.5870]]}


[7]
{"formula": "C6H13N3", "method": "the ωB97M-V functional and the def2-TZVPD basis", "e_above_lowest_kcal_mol": 110.0, "smiles": "CN/N=C\\[C@@H](C)N1CC1", "gap_ev": 9.5593, "e_homo_ev": -8.5, "species": ["C", "N", "N", "C", "C", "C", "N", "C", "C", "H", "H", "H", "H", "H", "H", "H", "H", "H", "H", "H", "H", "H"], "positions_angstrom": [[3.0397, -0.6842, -0.5841], [1.7236, -0.1097, -0.4029], [1.4222, 0.3289, 1.0308], [0.2445, 0.7680, 1.3083], [-0.8585, 0.8197, 0.2321], [-0.7744, 1.8974, -0.8214], [-1.0758, -0.3987, -0.3312], [-1.4439, -1.6673, 0.4217], [-2.4120, -0.8678, -0.4212], [3.2421, -1.0847, -1.5346], [3.3256, -1.5751, 0.0506], [3.7850, 0.0360, -0.4197], [1.0654, -0.7811, -0.7360], [0.0936, 1.0656, 2.3488], [-1.9242, 1.1127, 0.6577], [0.0441, 1.6678, -1.5816], [-1.6725, 1.9311, -1.2525], [-0.7331, 2.9509, -0.4767], [-1.0835, -2.5732, -0.0686], [-1.5284, -1.7773, 1.4782], [-2.8329, -1.1880, -1.4742], [-3.0444, -0.1232, 0.1200]]}


[8]
{"formula": "C8H16BF4MnN5OS4", "method": "the ωB97M-V functional and the def2-TZVPD basis", "charge": 1, "e_above_lowest_kcal_mol": 0.0, "gap_ev": [7.2293, 8.9095], "spin_multiplicity": 5, "e_homo_ev": [-12.2, -12.8], "species": ["Mn", "C", "C", "S", "C", "C", "S", "C", "C", "S", "H", "H", "H", "H", "H", "H", "H", "H", "H", "H", "H", "H", "F", "B", "F", "F", "F", "O", "S", "N", "N", "C", "N", "N", "C", "N", "H", "H", "H", "H"], "positions_angstrom": [[0.0329, 0.4427, 0.0135], [0.6976, -2.9406, 0.4575], [0.1709, -2.6837, -0.9534], [0.6738, -1.1304, -1.7408], [2.4909, -1.2464, -1.7185], [3.1866, 0.0736, -1.4049], [2.5498, 1.0469, -0.0165], [3.1032, 0.1893, 1.4770], [2.6533, -1.2593, 1.6515], [0.8465, -1.4795, 1.5361], [1.6703, -3.4291, 0.4477], [0.0030, -3.6143, 0.9574], [-0.9167, -2.6281, -0.9499], [0.4621, -3.4977, -1.6178], [2.7990, -1.5810, -2.7090], [2.7585, -2.0261, -1.0138], [3.0943, 0.7569, -2.2502], [4.2529, -0.1023, -1.2564], [2.7043, 0.8175, 2.2757], [4.1907, 0.2438, 1.5287], [2.9504, -1.5988, 2.6431], [3.1400, -1.9081, 0.9289], [-2.0882, -1.2835, 2.1690], [-2.7361, -1.2589, 0.9551], [-1.6457, -0.6068, -0.0161], [-2.9063, -2.4896, 0.3934], [-3.7828, -0.3977, 0.8758], [-0.8021, 2.5255, 3.6678], [-1.2678, 1.7383, 2.5526], [-0.2140, 1.4627, 1.5187], [-2.4197, 5.8724, -2.4338], [-2.1971, 4.6237, -2.0284], [-3.2277, 3.8639, -1.6493], [-0.9320, 4.2113, -2.0276], [-0.6318, 3.0226, -1.6535], [-0.3226, 1.9531, -1.3166], [-3.3373, 6.2786, -2.4599], [-1.6290, 6.4293, -2.7082], [-4.1697, 4.2148, -1.6453], [-3.0809, 2.9203, -1.3307]]}


Per-record electronic energy, eV: -5781.6013 -41517.0678 -43950.6994 -67711.1890 -10409.7772 -23214.0153 -10898.6414 -104262.7584
Per-record largest force on an atom, eV/A: 8.28 5.52 0.17 1.20 1.00 4.89 5.21 0.33